Entry 1:
ORCA calculation (the ωB97M-V functional and the def2-TZVPD basis) on the molecule C7H11FSi in a non-equilibrium geometry.

CARTESIAN COORDINATES (ANGSTROEM)
C: -1.30020 0.53454 1.62626
C: -2.15481 1.29330 0.74341
C: -0.19805 -0.09541 1.16965
C: -1.83085 1.46840 -0.52970
C: 0.48393 -1.11187 2.06638
C: 0.26249 -1.41494 -1.96867
C: 1.94220 1.00677 -1.21171
F: -2.49621 2.24840 -1.34777
Si: 0.42965 -0.04213 -0.69515
H: -1.47248 0.42301 2.62953
H: -3.13802 1.82121 1.20794
H: 1.49517 -0.91027 2.13759
H: 0.22762 -2.23554 1.78403
H: 0.28154 -0.97196 3.09373
H: 0.18055 -1.13574 -2.95273
H: 1.04110 -2.29632 -2.05400
H: -0.56951 -2.08568 -1.93859
H: 1.74359 1.43912 -2.10753
H: 2.29428 1.63951 -0.35558
H: 2.77804 0.42559 -1.29709

Force components x, y, z for each atom (eV/Å):
C 1.56 -0.28 -3.49
C -3.04 2.15 1.35
C 0.86 -1.52 -0.69
C 2.90 -2.04 0.02
C -1.65 -1.64 -1.08
C 1.43 -3.24 1.64
C -1.42 -0.33 4.63
F -0.62 0.49 -0.57
Si -2.62 2.09 0.80
H -0.92 -0.17 2.37
H 2.36 -1.19 -1.15
H 2.62 -0.29 -0.69
H 0.79 2.29 0.49
H -1.25 0.03 1.29
H 0.16 1.64 -2.39
H -0.55 2.09 0.70
H -1.27 -0.02 0.89
H -0.52 1.84 -2.43
H -0.92 0.28 -1.01
H 2.09 -2.19 -0.68

total charge: 0
Kohn-Sham gap: 8.42 eV
energy relative to the best compared isomer or geometry (same formula, charge and spin): 111.5 kcal per mole

Results of the Mulliken charge analysis, in e, for atoms 1 through 6: -0.43, -0.18, 0.50, -0.26, -1.42, -1.22


Entry 2:
ORCA calculation (the ωB97M-V functional and the def2-TZVPD basis) on C7H11HoO5 as an isolated structure in a non-equilibrium geometry.

CARTESIAN COORDINATES (ANGSTROEM)
O: -0.11621 -2.13071 -1.44408
C: -1.25639 -1.95072 -1.06373
C: -1.89306 -0.58134 -1.29948
O: -1.19468 0.10175 -2.24289
C: 0.10117 0.01376 1.60442
C: 1.50085 -0.34967 1.14541
O: 1.91148 0.56704 0.12113
C: 3.32009 0.56686 -0.10823
H: -1.74181 -2.62990 -0.33374
H: -0.38751 -0.83682 2.09782
H: 0.11839 0.91200 2.23254
H: 2.19250 -0.28312 1.99549
H: 1.54007 -1.36855 0.73583
H: 3.60200 1.55814 -0.47574
H: 3.84752 0.39411 0.83802
H: 3.58192 -0.22142 -0.82761
O: -0.60330 0.36844 0.43613
C: -1.94675 0.21166 0.06409
C: -2.41838 1.61227 -0.26022
O: -1.62408 2.42654 -0.69138
Ho: 0.48540 0.86856 -1.47938
H: -2.56045 -0.28540 0.82861
H: -3.51036 1.78760 -0.27542
H: -2.94843 -0.75107 -1.59760

Force components x, y, z for each atom (eV/Å):
O -0.46 0.36 0.29
C 1.14 0.54 1.12
C -2.40 -0.97 0.09
O 0.60 0.52 0.25
C 0.13 0.09 1.03
C -0.05 -1.06 0.96
O -0.19 -0.01 0.88
C 1.37 0.04 -0.19
H -0.14 -0.21 -0.69
H 0.25 0.27 0.08
H -0.03 -0.38 0.21
H -0.16 -0.01 -0.23
H 0.00 0.16 0.07
H -0.02 -0.18 -0.02
H -0.11 0.06 -0.30
H 0.05 0.16 0.22
O 1.24 0.12 -1.73
C -0.79 -0.59 0.19
C -0.60 0.18 -1.00
O 0.35 -0.65 0.20
Ho -0.98 1.13 -1.51
H 0.21 0.10 -0.14
H 0.32 0.24 0.24
H 0.26 0.07 -0.03

spin multiplicity: 5
total charge: +2
Kohn-Sham gap (spin up / spin down): 9.21 / 9.34 eV
⟨S²⟩: 6.00

Results of the Mulliken charge analysis, in e, for atoms 1 through 6: -0.43, -0.09, 0.00, -0.61, -0.46, -0.51


Entry 3:
ORCA calculation (the ωB97M-V functional and the def2-TZVPD basis) on C7H11IO2Pt as an isolated structure in a non-equilibrium geometry.

CARTESIAN COORDINATES (ANGSTROEM)
C: -3.31534 -0.25505 -0.79577
C: -1.74605 0.20670 -0.83439
C: -1.03373 -0.49916 0.42382
I: -0.93423 -2.65293 -0.08569
C: 0.48696 -0.05286 0.68109
C: 1.53583 -0.10550 -0.56436
C: 2.76773 0.57560 0.25805
O: 2.14286 1.83471 0.65164
C: 0.82180 1.44539 1.14120
O: 0.18781 2.27289 1.80685
H: -3.53618 -0.65449 0.26443
H: -3.44298 -1.14455 -1.50175
H: -4.01767 0.60596 -1.05423
H: -1.25082 -0.15758 -1.81331
H: -1.65849 1.34584 -0.72715
H: -1.66332 -0.41440 1.37896
H: 0.83178 -0.83312 1.46538
H: 1.73573 -1.12154 -1.04766
H: 1.24826 0.60604 -1.42959
H: 2.85321 0.04930 1.31686
H: 3.79003 0.61250 -0.24586
Pt: 4.19680 -1.66375 0.71146

Force components x, y, z for each atom (eV/Å):
C 0.83 -0.26 0.38
C -0.58 -0.63 0.40
C -0.26 1.91 -0.64
I 0.12 0.86 0.41
C 0.77 -1.28 -0.67
C 0.19 0.00 0.46
C -1.31 0.27 -1.33
O -0.09 -2.82 0.43
C -1.90 3.24 2.33
O 2.39 -3.85 -2.99
H 0.06 0.87 -1.60
H -0.02 1.31 0.73
H 0.96 -1.40 0.30
H -0.73 0.84 1.57
H 0.00 -1.65 -0.08
H 1.06 -0.25 -1.37
H -0.10 1.68 -0.91
H -0.18 1.19 0.99
H 0.48 -0.97 1.54
H 0.51 -0.74 -0.68
H -1.54 0.96 0.37
Pt -0.67 0.73 0.37

total charge: +2
Kohn-Sham gap: 2.98 eV

Results of the Mulliken charge analysis, in e, for atoms 1 through 6: -0.99, -0.37, -0.90, 0.53, 0.11, -0.29


| no. | total energy (eV) | molar mass (u) |
| --- | --- | --- |
| 1 | -18027.97333 | 142.249 |
| 2 | -43455.39808 | 340.090 |
| 3 | -22850.83088 | 449.145 |